No. 1
The following is a quantum chemistry calculation of 3 unconnected molecules or ions with the total composition C3H13N2O3, from OMol25.

XYZ file:
```
21
Properties=species:S:1:pos:R:3
C 0.19 -0.83 0.18
C 0.84 0.51 0.51
C 1.13 0.48 2.00
N 2.31 0.63 2.59
O 0.18 0.20 2.76
N -1.30 -0.58 -0.07
H 0.35 -1.63 0.91
H 0.63 -1.29 -0.69
H 1.80 0.73 0.05
H 0.19 1.37 0.41
H 3.19 0.82 2.14
H 2.35 0.72 3.58
H -1.76 -1.48 -0.18
H -1.32 0.03 -0.89
H -1.83 -0.07 0.65
H -0.64 1.67 -2.94
H -1.43 2.55 -1.86
O -0.68 1.97 -2.03
H -1.21 -1.26 -2.83
H -1.87 -2.56 -2.11
O -1.11 -1.98 -2.19
```

Output
E_HOMO ... -0.482 hartree
HOMO-LUMO gap ... 9.74 eV
Total charge ... +1

Atomic partial charges in e from the natural (NBO) method, atoms 1 to 4: -0.22 -0.52 0.66 -0.78

***

No. 2
The following is a quantum chemistry calculation of 12 unconnected molecules or ions with the total composition C40H76F12N8O16, from OMol25.

XYZ file:
```
152
Properties=species:S:1:pos:R:3
C 2.45 3.59 2.00
C 1.24 4.52 1.81
O 1.22 5.65 2.65
C -0.01 6.00 3.25
O -1.12 5.46 3.06
C 0.15 7.28 4.15
F -0.37 6.96 5.30
F 1.42 7.73 4.19
F -0.57 8.25 3.59
H 2.41 2.74 1.33
H 2.61 3.32 3.05
H 3.39 3.99 1.63
H 0.38 3.89 2.04
H 1.08 4.80 0.76
C 3.37 0.17 -3.41
C 2.68 -1.01 -2.76
O 3.56 -1.88 -2.05
C 2.95 -3.02 -1.61
O 1.74 -3.26 -1.71
C 3.87 -4.01 -0.88
F 3.65 -5.28 -1.30
F 5.14 -3.81 -1.19
F 3.71 -3.80 0.38
H 2.72 0.92 -3.87
H 4.01 -0.26 -4.18
H 4.03 0.71 -2.74
H 1.99 -1.52 -3.42
H 2.12 -0.66 -1.89
C -0.63 -5.69 -3.44
C -1.11 -4.25 -3.65
O -0.77 -3.65 -4.90
C -0.74 -2.24 -5.04
O -0.96 -1.47 -4.09
C -0.45 -1.80 -6.47
F -0.01 -2.73 -7.28
F -1.53 -1.28 -7.05
F 0.53 -0.89 -6.34
H -1.09 -6.04 -2.52
H 0.46 -5.69 -3.34
H -0.92 -6.32 -4.28
H -0.91 -3.65 -2.76
H -2.19 -4.31 -3.72
C 3.73 -1.21 3.30
C 3.90 0.27 2.77
O 4.97 0.18 1.92
C 4.80 0.15 0.61
O 3.71 0.10 0.02
C 6.08 0.31 -0.25
F 6.10 -0.82 -0.97
F 6.00 1.25 -1.22
F 7.13 0.39 0.46
H 3.22 -1.85 2.58
H 3.07 -1.20 4.16
H 4.75 -1.56 3.48
H 3.98 0.88 3.67
H 2.97 0.60 2.30
C 4.95 4.80 -1.45
N 3.50 4.67 -1.65
C 2.75 5.94 -1.72
C 2.86 3.48 -1.35
O 1.66 3.38 -1.19
H 5.28 5.49 -0.67
H 5.34 5.39 -2.28
H 5.53 3.89 -1.30
H 3.41 6.80 -1.77
H 2.10 5.96 -2.60
H 2.10 6.18 -0.88
H 3.52 2.62 -1.19
C -3.87 5.85 -0.74
N -3.72 4.41 -0.36
C -2.32 3.86 -0.39
C -4.78 3.64 0.09
O -5.91 4.05 0.12
H -3.30 6.20 -1.60
H -3.58 6.50 0.08
H -4.91 6.01 -1.02
H -1.75 4.54 0.24
H -2.36 2.83 -0.03
H -1.85 4.01 -1.36
H -4.48 2.59 0.19
C -2.81 2.90 -4.47
N -1.51 2.35 -4.40
C -0.69 2.64 -3.23
C -0.95 1.88 -5.56
O -1.44 1.76 -6.65
H -3.46 2.47 -5.23
H -2.66 3.96 -4.70
H -3.33 2.86 -3.51
H -1.16 2.23 -2.34
H 0.26 2.14 -3.39
H -0.60 3.71 -3.03
H 0.09 1.56 -5.40
C -1.18 -3.55 5.11
N 0.16 -4.11 5.24
C 1.25 -3.48 4.51
C 0.43 -4.98 6.26
O 1.52 -5.38 6.51
H -1.52 -3.70 4.09
H -1.08 -2.47 5.22
H -1.86 -4.07 5.80
H 2.28 -3.81 4.64
H 1.12 -3.43 3.43
H 1.19 -2.44 4.82
H -0.53 -5.23 6.74
C 0.13 -6.57 2.32
N -0.56 -5.64 1.32
C 0.18 -5.10 0.21
C -1.66 -5.01 1.71
O -2.26 -4.09 1.14
H -0.61 -7.12 2.90
H 0.82 -5.98 2.92
H 0.59 -7.33 1.69
H 0.47 -5.92 -0.46
H -0.39 -4.37 -0.37
H 1.09 -4.61 0.54
H -2.17 -5.36 2.62
C -3.70 -2.35 -2.02
N -4.17 -1.08 -1.55
C -4.86 -1.13 -0.26
C -3.71 0.04 -2.15
O -3.75 1.13 -1.59
H -3.05 -2.96 -1.41
H -3.18 -2.37 -2.98
H -4.59 -2.95 -2.25
H -4.65 -0.19 0.25
H -5.94 -1.25 -0.32
H -4.44 -1.86 0.43
H -3.22 -0.20 -3.11
C -0.51 -1.25 -0.73
N -0.01 -0.47 0.35
C 0.10 0.97 0.15
C 0.38 -1.15 1.42
O 0.75 -0.69 2.50
H 0.03 -1.00 -1.65
H -1.55 -0.97 -0.87
H -0.41 -2.33 -0.59
H 0.65 1.41 0.98
H 0.58 1.32 -0.76
H -0.85 1.47 0.00
H 0.25 -2.24 1.29
C -2.53 -0.64 2.96
N -3.75 -0.50 3.72
C -3.85 0.46 4.85
C -4.84 -1.16 3.21
O -6.01 -1.00 3.56
H -2.53 -1.43 2.20
H -1.72 -0.91 3.63
H -2.23 0.27 2.45
H -2.92 0.35 5.41
H -3.98 1.52 4.63
H -4.61 0.18 5.58
H -4.47 -1.83 2.41
```

Output
E_HOMO ... -0.319 hartree
HOMO-LUMO gap ... 8.81 eV
Total charge ... 0

Atomic partial charges in e from the Löwdin method, atoms 1 to 4: -0.05 -0.23 0.00 -0.25

***

No. 3
The following is a quantum chemistry calculation of a molecular structure, C23H24BrN4O3PtSe, from OMol25.

XYZ file:
```
57
Properties=species:S:1:pos:R:3
Pt -0.58 0.04 1.03
C -0.68 -2.75 -0.83
O -0.61 -1.33 -1.05
C -1.34 -0.83 -2.11
C -2.13 -1.60 -2.94
C -2.84 -0.96 -3.95
Br -3.92 -1.99 -5.09
C -2.77 0.41 -4.13
C -1.95 1.18 -3.30
C -1.24 0.55 -2.30
O -0.44 1.27 -1.42
C -1.89 2.63 -3.56
N -2.45 3.18 -4.60
C -2.18 4.54 -4.47
C -2.53 5.60 -5.31
C -2.13 6.87 -4.95
C -1.39 7.09 -3.77
C -1.04 6.06 -2.93
C -1.45 4.78 -3.31
N -1.27 3.54 -2.74
H -1.71 -3.06 -0.67
H -0.08 -2.95 0.05
H -0.26 -3.28 -1.69
H -2.21 -2.67 -2.82
H -3.32 0.90 -4.91
H 0.42 0.83 -1.32
H -3.10 5.42 -6.22
H -2.39 7.71 -5.57
H -1.10 8.10 -3.52
H -0.47 6.24 -2.03
H -0.78 3.32 -1.89
C 1.07 1.92 2.83
N 2.37 1.42 2.37
C 3.57 1.74 3.17
C 2.44 0.74 1.24
C 3.74 0.24 0.70
O 1.41 0.49 0.54
H 1.20 2.38 3.81
H 0.36 1.10 2.96
H 0.66 2.66 2.14
H 3.25 2.24 4.07
H 4.23 2.42 2.62
H 4.11 0.85 3.45
H 4.60 0.48 1.32
H 3.89 0.67 -0.29
H 3.67 -0.84 0.58
Se -2.49 -0.92 1.83
C -2.48 -0.06 3.55
C -1.56 -0.45 4.52
C -1.57 0.23 5.73
N -2.41 1.23 6.01
C -3.29 1.57 5.08
C -3.37 0.96 3.83
H -0.87 -1.26 4.34
H -0.88 -0.06 6.52
H -3.96 2.38 5.33
H -4.11 1.29 3.11
```

Output
E_HOMO (spin up / spin down) ... -0.376 / -0.375 hartree
Multiplicity ... 3
Expectation value of S² ... 2.010
HOMO-LUMO gap (spin up / spin down) ... 7.60 / 4.71 eV
Total charge ... +1

Atomic partial charges in e from the natural (NBO) method, atoms 1 to 4: 0.68 -0.26 -0.53 0.23

***

No. 4
The following is a quantum chemistry calculation of a gas-phase ion, C4H7N2O2 (charge +1), from OMol25.

XYZ file:
```
15
Properties=species:S:1:pos:R:3
C 0.79 -0.56 0.11
C 2.57 -0.31 0.09
C 0.40 -1.99 -0.15
C -0.91 1.37 0.19
N 2.03 1.94 0.01
N 0.17 0.48 0.11
O 3.22 -1.29 0.14
O 2.86 0.95 -0.16
H 0.68 -2.55 0.78
H 1.06 -2.28 -0.90
H -0.61 -1.92 -0.30
H -1.97 0.77 0.10
H -0.95 2.10 -0.67
H -0.79 1.63 1.24
H 1.69 2.37 -0.84
```

Output
E_HOMO (spin up / spin down) ... -0.546 / -0.571 hartree
HOMO-LUMO gap (spin up / spin down) ... 8.76 / 8.50 eV
Total charge ... +1

Atomic partial charges in e from the natural (NBO) method, atoms 1 to 4: 0.34 0.79 -0.63 -0.46

***

No. 5
The following is a quantum chemistry calculation of 3 unconnected molecules or ions with the total composition C7H15Br4NO3S, from OMol25.

XYZ file:
```
31
Properties=species:S:1:pos:R:3
C -0.46 0.50 2.02
C -0.26 1.12 0.59
N 0.08 2.34 0.41
C -0.54 0.22 -0.66
O 0.16 -1.05 -0.64
S 1.76 -0.74 -0.19
O 2.10 -1.93 0.65
O 2.68 -0.77 -1.59
H -0.02 1.20 2.76
H -1.51 0.21 2.22
H 0.14 -0.45 2.04
H 0.21 2.74 1.35
H -1.63 -0.02 -0.65
H -0.25 0.76 -1.59
H 2.93 0.16 -1.74
Br -0.93 -4.67 2.98
C 0.80 -5.07 2.19
C 0.75 -6.30 1.32
Br 0.70 -7.93 2.38
H 1.51 -5.16 3.01
H 1.06 -4.19 1.60
H 1.65 -6.38 0.71
H -0.13 -6.32 0.67
Br -0.27 3.29 -2.86
C -1.61 4.54 -2.21
C -1.40 5.92 -2.78
Br 0.08 6.84 -1.90
H -1.56 4.52 -1.12
H -2.57 4.14 -2.53
H -2.27 6.55 -2.59
H -1.18 5.91 -3.84
```

Output
E_HOMO ... -0.364 hartree
HOMO-LUMO gap ... 10.10 eV
Total charge ... 0

Atomic partial charges in e from the natural (NBO) method, atoms 1 to 4: -0.70 0.28 -0.62 -0.16

***

Result set for strongest force on any atom: 3.21; 5.42; 0.44; 4.53; 3.23 eV/Å, one per record in the order listed.